The following is a quantum chemistry calculation of a structure of composition C12H25F3NO2P2Y at a distorted geometry, from the Open Molecules 2025 dataset.

Energy relative to the best compared isomer or geometry (same formula, charge and spin) = 696.40 kJ/mol
E_LUMO (spin up / spin down) = -0.79 / -0.74 eV
Maximum force = 3.87 eV/A
Frontier orbital gap (spin up / spin down) = 3.504 / 3.377 eV

Positions of all 46 atoms, in Å:
1 C 1.001 -1.856 -3.089
2 C 0.989 -1.567 -1.731
3 N -0.174 -1.394 -1.051
4 C -1.365 -1.319 -1.712
5 C -1.447 -1.694 -3.064
6 C -0.228 -1.885 -3.764
7 C 2.318 -1.477 -1.051
8 P 2.479 -0.526 0.450
9 Y -0.134 -1.179 1.343
10 P -2.629 -0.139 0.597
11 C -2.668 -1.005 -1.022
12 O 2.940 4.056 -1.830
13 O 0.221 3.289 1.444
14 H 1.948 -2.060 -3.574
15 H -2.426 -1.749 -3.587
16 H -0.249 -2.134 -4.840
17 C 4.019 -1.325 1.125
18 C 3.337 0.975 -0.227
19 H -3.211 -0.332 -1.707
20 H -3.272 -1.917 -0.940
21 H 2.941 -0.974 -1.698
22 H 2.722 -2.467 -0.894
23 C -3.957 -1.006 1.541
24 C -3.288 1.489 0.150
25 H 0.542 3.811 2.258
26 H 0.574 3.224 0.479
27 H 3.451 4.377 -2.535
28 H 2.030 3.985 -2.044
29 H -2.328 -1.448 4.569
30 H 0.321 5.163 0.240
31 H 4.907 -0.706 0.970
32 H 3.899 -1.472 2.196
33 H 4.188 -2.299 0.661
34 H 4.239 1.207 0.356
35 H 3.631 0.844 -1.268
36 H 2.683 1.827 -0.157
37 H -4.232 1.676 0.686
38 H -2.524 2.230 0.452
39 H -3.460 1.541 -0.941
40 H -4.863 -0.378 1.490
41 H -4.141 -2.007 1.116
42 H -3.630 -1.088 2.597
43 F -2.032 0.469 4.372
44 C -1.673 -0.687 4.753
45 F -0.681 -1.311 3.236
46 F -0.770 -0.764 5.646



The following is a quantum chemistry calculation of a cluster of 3 separate species, C12H25FN2O6S in total at a distorted geometry, from the Open Molecules 2025 dataset.

Energy relative to the best compared isomer or geometry (same formula, charge and spin) = 0.00 kJ/mol
SMILES = CC[C@@H](C)[C@@H](OC=O)S(=O)(=O)F.CNC(C)=O.CNC(C)=O
E_LUMO = 0.58 eV
Maximum force = 1.55 eV/A
Frontier orbital gap = 10.132 eV

Positions of all 47 atoms, in Å:
1 C -0.379 0.977 -0.568
2 C 1.056 1.439 -0.274
3 C 1.446 2.777 -0.950
4 C 2.066 3.768 0.043
5 C 2.358 2.703 -2.193
6 O 3.748 2.628 -1.937
7 C 4.274 1.494 -1.374
8 O 4.445 1.363 -0.212
9 S 1.851 1.508 -3.459
10 O 0.437 1.556 -3.599
11 O 2.690 1.686 -4.595
12 F 2.215 0.130 -2.815
13 H -1.056 1.826 -0.669
14 H -0.375 0.359 -1.466
15 H -0.775 0.368 0.239
16 H 1.107 1.602 0.800
17 H 1.739 0.626 -0.513
18 H 0.520 3.239 -1.303
19 H 2.042 4.776 -0.379
20 H 3.098 3.519 0.278
21 H 1.495 3.752 0.969
22 H 2.227 3.632 -2.752
23 H 4.611 0.753 -2.106
24 C 1.050 -0.821 4.055
25 C -0.080 -0.671 3.064
26 O -0.147 0.272 2.291
27 N -1.044 -1.627 3.051
28 C -1.143 -2.814 3.877
29 H 1.724 0.020 3.932
30 H 0.670 -0.824 5.078
31 H 1.602 -1.745 3.879
32 H -1.774 -1.454 2.374
33 H -1.151 -3.711 3.255
34 H -2.065 -2.794 4.460
35 H -0.303 -2.874 4.560
36 C -4.064 -3.024 -0.248
37 C -3.582 -1.606 -0.477
38 O -3.893 -0.697 0.274
39 N -2.779 -1.391 -1.549
40 C -2.299 -2.358 -2.517
41 H -4.687 -3.030 0.641
42 H -4.654 -3.376 -1.094
43 H -3.223 -3.702 -0.098
44 H -2.486 -0.432 -1.653
45 H -1.208 -2.390 -2.510
46 H -2.623 -2.082 -3.521
47 H -2.678 -3.348 -2.289



The following is a quantum chemistry calculation of an isolated molecule of C12H25IN2O2Si, from the Open Molecules 2025 dataset.

SMILES = [H]/N=C\C[Si@@](O)(CCCCN(C)C(C)=O)C[C@H](C)I
E_LUMO = 0.45 eV
Maximum force = 0.90 eV/A
Frontier orbital gap = 9.780 eV

Positions of all 43 atoms, in Å:
1 C 2.941 -2.013 -1.959
2 C 3.587 -0.942 -1.105
3 O 4.447 -0.226 -1.587
4 N 3.205 -0.799 0.212
5 C 2.101 -1.592 0.741
6 C 3.384 0.554 0.772
7 C 2.754 1.679 -0.049
8 C 1.293 1.449 -0.429
9 C 0.337 1.311 0.767
10 Si -1.367 0.671 0.294
11 O -1.291 -0.216 -1.105
12 C -2.481 2.190 0.044
13 C -3.120 2.296 -1.313
14 N -3.958 1.514 -1.842
15 C -1.928 -0.502 1.645
16 C -3.178 -1.371 1.508
17 C -3.235 -2.209 0.243
18 I -4.982 -0.210 1.690
19 H 2.593 -1.518 -2.865
20 H 2.112 -2.550 -1.509
21 H 3.710 -2.726 -2.257
22 H 1.162 -1.465 0.191
23 H 1.928 -1.295 1.772
24 H 2.366 -2.649 0.753
25 H 4.452 0.750 0.861
26 H 2.986 0.535 1.786
27 H 2.842 2.603 0.530
28 H 3.347 1.819 -0.950
29 H 0.962 2.299 -1.033
30 H 1.233 0.574 -1.086
31 H 0.770 0.692 1.555
32 H 0.201 2.305 1.207
33 H -1.004 0.256 -1.892
34 H -1.845 3.065 0.200
35 H -3.254 2.226 0.816
36 H -2.811 3.153 -1.918
37 H -4.193 0.746 -1.208
38 H -2.004 0.103 2.555
39 H -1.093 -1.196 1.811
40 H -3.238 -2.030 2.371
41 H -4.053 -2.926 0.296
42 H -3.378 -1.600 -0.646
43 H -2.296 -2.757 0.132



The following is a quantum chemistry calculation of a cluster of 4 separate species, C12H25N3O3PS in total at a distorted geometry, from the Open Molecules 2025 dataset.

Total charge = +1
E_LUMO = -2.66 eV
Maximum force = 2.60 eV/A
Frontier orbital gap = 8.956 eV

Positions of all 45 atoms, in Å:
1 N 0.760 -1.294 -1.323
2 C -0.592 -0.941 -1.393
3 N -0.983 0.106 -2.113
4 C -2.382 0.218 -1.962
5 C -2.745 -0.786 -1.131
6 P -4.415 -1.170 -0.486
7 S -4.287 -1.175 1.465
8 N -1.604 -1.540 -0.770
9 H 0.824 -1.955 -0.545
10 H 1.248 -0.455 -0.975
11 H -0.385 0.706 -2.667
12 H -3.009 1.003 -2.422
13 H -5.219 -0.066 -0.879
14 H -4.914 -2.407 -0.951
15 H -1.559 -2.354 -0.169
16 C 4.327 0.042 1.224
17 C 3.122 0.941 1.303
18 O 2.354 1.056 0.364
19 C 2.906 1.689 2.585
20 H 4.361 -0.436 0.245
21 H 5.237 0.627 1.360
22 H 4.264 -0.732 1.991
23 H 3.755 2.347 2.779
24 H 2.780 0.985 3.410
25 H 2.005 2.296 2.502
26 C 2.574 -2.798 5.306
27 C 1.660 -1.600 5.359
28 O 2.044 -0.498 5.034
29 C 0.248 -1.830 5.835
30 H 3.555 -2.489 4.948
31 H 2.684 -3.227 6.303
32 H 2.170 -3.546 4.622
33 H 0.257 -2.217 6.855
34 H -0.258 -2.536 5.173
35 H -0.296 -0.887 5.823
36 C -1.327 3.347 -5.014
37 C -2.390 2.295 -5.196
38 O -3.062 1.906 -4.259
39 C -2.587 1.744 -6.581
40 H -1.295 3.654 -3.969
41 H -0.351 2.944 -5.293
42 H -1.557 4.219 -5.627
43 H -1.667 1.271 -6.928
44 H -2.872 2.547 -7.263
45 H -3.380 0.999 -6.566



The following is a quantum chemistry calculation of a cluster of 3 separate species, C12H25N4O5 in total at a distorted geometry, from the Open Molecules 2025 dataset.

Total charge = +1
E_LUMO = -2.97 eV
Maximum force = 1.53 eV/A
Frontier orbital gap = 8.674 eV

Positions of all 46 atoms, in Å:
1 O -0.600 -4.311 0.978
2 C -0.938 -3.152 1.717
3 C -2.232 -2.468 1.214
4 N -3.170 -2.259 2.337
5 C -4.143 -3.092 2.619
6 N -4.958 -2.879 3.691
7 C -5.782 -3.891 3.688
8 N -5.562 -4.729 2.680
9 N -4.503 -4.219 1.975
10 H -1.139 -5.035 1.293
11 H -0.125 -2.438 1.703
12 H -1.079 -3.435 2.759
13 H -1.994 -1.504 0.765
14 H -2.709 -3.130 0.497
15 H -3.028 -1.450 2.914
16 H -6.566 -4.087 4.395
17 H -6.039 -5.571 2.407
18 H -4.087 -4.605 1.146
19 O -0.804 -0.081 0.180
20 C -0.412 0.031 -0.960
21 O 0.201 1.154 -1.310
22 C 0.863 1.338 -2.576
23 C -0.103 1.782 -3.651
24 C -0.678 -1.034 -1.997
25 H 1.418 0.442 -2.854
26 H 1.600 2.119 -2.401
27 H -0.870 1.031 -3.845
28 H 0.429 1.977 -4.581
29 H -0.616 2.694 -3.345
30 H -1.674 -0.881 -2.409
31 H -0.641 -2.007 -1.508
32 H 0.047 -1.056 -2.806
33 O 5.235 3.571 -2.921
34 C 4.849 3.554 -1.789
35 O 3.688 4.176 -1.490
36 C 3.036 4.053 -0.224
37 C 3.577 5.034 0.793
38 C 5.658 2.922 -0.680
39 H 3.078 3.020 0.127
40 H 1.988 4.271 -0.424
41 H 4.631 4.854 1.006
42 H 3.021 4.961 1.728
43 H 3.493 6.052 0.415
44 H 6.396 3.643 -0.331
45 H 6.177 2.060 -1.090
46 H 5.066 2.575 0.164



The following is a quantum chemistry calculation of an isolated molecule of C12H25N5O3 at a distorted geometry, from the Open Molecules 2025 dataset.

Energy relative to the best compared isomer or geometry (same formula, charge and spin) = 1019.90 kJ/mol
SMILES = [H]/N=C(\N)NCCC[C@H](N)C(=O)N[C@H](C(=O)O)[C@@H](C)CC
E_LUMO = 0.45 eV
Maximum force = 7.99 eV/A
Frontier orbital gap = 9.685 eV

Positions of all 45 atoms, in Å:
1 C -0.606 -0.357 0.290
2 C 0.642 -0.285 -0.449
3 C -1.781 0.517 -0.379
4 C -3.069 0.328 0.367
5 C -4.206 0.927 -0.394
6 C -6.260 -0.427 -0.049
7 C 3.166 -0.384 -0.427
8 C 4.093 -1.398 -0.051
9 C 4.022 0.779 0.283
10 C 5.535 0.463 0.684
11 C 3.799 2.221 -0.340
12 C 2.377 2.617 -0.270
13 H -0.664 0.789 1.986
14 H -1.151 -0.869 2.157
15 H -0.778 -1.470 0.223
16 H -1.541 1.590 -0.110
17 H -1.980 0.377 -1.410
18 H -3.060 0.960 1.397
19 H -3.592 -0.765 0.792
20 H -4.114 0.165 -1.374
21 H -3.882 2.033 -0.548
22 H -5.501 1.373 1.074
23 H -5.692 -2.468 -0.505
24 H -8.202 0.267 0.893
25 H -8.516 -1.273 0.137
26 H 1.610 -0.467 1.225
27 H 2.834 -0.130 -1.436
28 H 3.272 0.835 1.100
29 H 5.898 -0.209 1.590
30 H 5.924 1.567 1.029
31 H 6.071 0.147 -0.277
32 H 4.219 2.322 -1.288
33 H 4.171 3.052 0.399
34 H 2.352 3.783 -0.488
35 H 1.657 2.120 0.653
36 H 1.992 2.040 -1.210
37 H 5.720 -2.421 -0.892
38 N -0.363 -0.195 1.718
39 N -5.689 0.918 0.095
40 N -5.349 -1.449 -0.350
41 N -7.787 -0.362 0.114
42 N 1.796 -0.550 0.203
43 O 0.636 -0.410 -1.720
44 O 4.469 -1.729 1.214
45 O 4.698 -1.848 -1.140



- maximum force of number 5 (C12H25N4O5)?
  1.53 eV/A